Below is the ion C4H6N2 with charge +2 in a non-equilibrium geometry, with properties calculated with ωB97M-V with the def2-TZVPD basis set.

Values from the calculation:
SMILES: C=[N+]1C=[N+]=CC1
Total charge: +2
Kohn-Sham gap: 8.70 eV

Each line ends with the natural charge from an NBO analysis.
Element x y z (Å)
C1 1.58761 -0.73430 0.08833  0.435
C2 0.56951 1.21921 -0.06505  0.435
C3 -1.75258 0.56614 0.06438  0.298
C4 0.17417 -1.07413 -0.07088  -0.397
N1 1.71684 0.63202 0.00067  -0.365
N2 -0.48873 0.31415 0.02156  -0.328
H1 2.44673 -1.37163 0.31282  0.314
H2 0.52938 2.36798 -0.16977  0.335
H3 -2.59841 -0.09981 0.28189  0.305
H4 -1.88983 1.61314 -0.01704  0.249
H5 -0.12235 -1.49876 -1.02778  0.357
H6 -0.17234 -1.93402 0.58088  0.364